(1)
# C39H31N5O2PY

A molecular structure, C39H31N5O2PY (the ωB97M-V functional and the def2-TZVPD basis, the OMol25 dataset).

Properties
- energy above the lowest of the compared OMol25 structures with the same formula, charge and spin (kcal/mol) = 13.30
- HOMO energy (eV) = -13.34
- energy (Eh) = -2308.5200

ORCA input file:
```
! RIJCOSX wB97M-V def2-TZVPD def2/J DEFGRID3
* xyz 2 1
Y -0.926 -0.768 0.348
C 3.338 -2.377 1.541
C 3.105 -3.612 2.113
C 1.813 -4.119 2.138
C 0.785 -3.369 1.598
N 1.005 -2.151 1.070
C 2.256 -1.682 1.030
C -0.628 -3.862 1.563
C -0.956 -5.170 1.876
C -2.284 -5.554 1.823
C -3.251 -4.629 1.474
C -2.857 -3.336 1.176
N -1.564 -2.970 1.197
C -3.851 -2.286 0.791
C -5.185 -2.396 1.142
C -6.062 -1.405 0.727
C -5.581 -0.339 -0.010
C -4.224 -0.278 -0.271
N -3.369 -1.229 0.122
H 4.325 -1.940 1.492
H 3.919 -4.185 2.537
H 1.623 -5.082 2.587
H 2.401 -0.710 0.579
H -0.198 -5.889 2.143
H -2.564 -6.575 2.047
H -4.290 -4.917 1.412
H -5.536 -3.227 1.734
H -7.112 -1.468 0.983
H -6.229 0.450 -0.361
H -3.802 0.559 -0.806
O -1.883 1.201 0.632
C -1.331 1.254 1.795
O -1.101 0.180 2.419
C -0.694 2.543 2.167
C -1.105 3.329 3.228
C -0.443 4.523 3.482
C 0.636 4.903 2.695
C 1.064 4.091 1.653
C 0.397 2.905 1.370
P 1.023 1.733 0.109
C 0.717 2.497 -1.499
C 1.231 1.886 -2.645
C 0.954 2.396 -3.902
C 0.127 3.507 -4.031
C -0.405 4.111 -2.900
C -0.102 3.617 -1.637
C 2.822 1.811 0.415
C 3.755 2.218 -0.531
C 5.112 2.238 -0.221
C 5.546 1.862 1.039
C 4.617 1.466 1.998
C 3.269 1.439 1.686
H -1.938 3.022 3.848
H -0.761 5.154 4.301
H 1.156 5.829 2.904
H 1.933 4.375 1.072
H 1.857 1.002 -2.563
H 1.380 1.929 -4.780
H -0.092 3.909 -5.012
H -1.038 4.983 -2.997
H -0.512 4.107 -0.763
H 3.446 2.554 -1.513
H 5.824 2.568 -0.965
H 6.599 1.893 1.284
H 4.944 1.197 2.994
H 2.562 1.147 2.457
N -1.793 0.484 -2.656
C -0.909 -0.524 -2.970
C -0.594 -0.802 -4.309
C 0.292 -1.809 -4.581
C 0.866 -2.545 -3.534
C 0.491 -2.232 -2.260
N -0.376 -1.226 -1.966
H -2.026 1.093 -3.428
H -1.579 1.056 -1.849
H -1.039 -0.208 -5.096
H 0.550 -2.026 -5.610
H 1.564 -3.348 -3.715
H 0.887 -2.776 -1.412
*
```

---

(2)
# C47H40CdN4O2P2SSi

A molecular structure, C47H40CdN4O2P2SSi at a distorted geometry (the ωB97M-V functional and the def2-TZVPD basis, the OMol25 dataset).

Properties
- energy above the lowest of the compared OMol25 structures with the same formula, charge and spin (kcal/mol) = 20.53
- HOMO energy (eV) = -7.46
- energy (Eh) = -3722.7047

ORCA input file:
```
! RIJCOSX wB97M-V def2-TZVPD def2/J DEFGRID3
* xyz 0 1
Cd 0.731 0.512 0.316
C 2.578 -2.362 2.121
Si 0.961 -1.829 1.234
C -0.411 -2.247 2.523
C -0.379 -3.486 3.172
C -1.296 -3.818 4.153
C -2.291 -2.919 4.508
C -2.355 -1.700 3.863
C -1.427 -1.357 2.878
P -1.484 0.349 2.158
C -1.110 1.152 3.765
C -2.071 1.619 4.652
C -1.687 2.298 5.797
C -0.346 2.506 6.072
C 0.618 2.014 5.206
C 0.237 1.340 4.061
C -3.283 0.501 1.897
C -3.948 -0.603 1.360
C -5.287 -0.523 1.023
C -5.985 0.659 1.223
C -5.322 1.771 1.716
C -3.975 1.701 2.036
C 0.638 -3.116 -0.165
C 1.021 -4.444 0.041
C 0.794 -5.430 -0.900
C 0.157 -5.113 -2.090
C -0.223 -3.807 -2.325
C 0.016 -2.806 -1.381
P -0.416 -1.076 -1.873
C 0.677 -1.090 -3.354
C 2.030 -0.876 -3.090
C 2.964 -0.921 -4.109
C 2.559 -1.181 -5.411
C 1.218 -1.396 -5.680
C 0.279 -1.353 -4.660
C -2.094 -1.299 -2.556
C -2.975 -2.269 -2.084
C -4.265 -2.336 -2.584
C -4.690 -1.435 -3.547
C -3.833 -0.437 -3.986
C -2.545 -0.361 -3.485
H 2.466 -3.323 2.620
H 2.845 -1.636 2.886
H 3.407 -2.446 1.419
H 0.377 -4.213 2.905
H -1.232 -4.779 4.648
H -3.009 -3.169 5.278
H -3.137 -0.998 4.124
H -3.121 1.491 4.433
H -2.443 2.686 6.467
H -0.052 3.075 6.944
H 1.666 2.175 5.421
H 0.993 0.993 3.361
H -3.402 -1.524 1.200
H -5.787 -1.384 0.600
H -7.038 0.715 0.981
H -5.851 2.706 1.845
H -3.452 2.583 2.375
H 1.512 -4.712 0.966
H 1.112 -6.446 -0.706
H -0.033 -5.878 -2.831
H -0.717 -3.556 -3.255
H 2.344 -0.651 -2.076
H 4.011 -0.751 -3.897
H 3.286 -1.212 -6.211
H 0.898 -1.604 -6.693
H -0.764 -1.511 -4.894
H -2.648 -2.968 -1.326
H -4.941 -3.099 -2.222
H -5.692 -1.506 -3.949
H -4.173 0.282 -4.719
H -1.877 0.431 -3.805
N -6.218 4.918 -1.546
C -4.925 4.613 -1.172
C -4.378 3.354 -1.442
C -3.111 3.028 -0.999
C -2.370 3.963 -0.300
C -2.893 5.213 -0.025
C -4.163 5.541 -0.458
S -0.790 3.576 0.426
O -0.013 4.772 0.581
O -1.120 2.917 1.680
N -0.029 2.438 -0.460
C 0.187 2.758 -1.747
N -0.333 3.900 -2.229
C -0.105 4.180 -3.496
C 0.616 3.335 -4.329
C 1.089 2.170 -3.745
N 0.892 1.868 -2.473
H -6.631 4.361 -2.274
H -6.481 5.889 -1.545
H -4.957 2.636 -2.007
H -2.696 2.051 -1.211
H -2.278 5.918 0.514
H -4.581 6.516 -0.243
H -0.525 5.117 -3.847
H 0.795 3.572 -5.366
H 1.645 1.437 -4.321
*
```

---

(3)
# C3H10O4

3 unconnected molecules or ions with the total composition C3H10O4 at a distorted geometry (the ωB97M-V functional and the def2-TZVPD basis, the OMol25 dataset).

Properties
- structure (SMILES) = CCC(=O)O.O.O
- energy above the lowest of the compared OMol25 structures with the same formula, charge and spin (kcal/mol) = 0.00
- HOMO energy (eV) = -10.17
- energy (Eh) = -421.2851

ORCA input file:
```
! RIJCOSX wB97M-V def2-TZVPD def2/J DEFGRID3
* xyz 0 1
C -1.490 1.203 1.004
C -0.641 0.301 0.144
C 0.851 0.502 0.033
O 1.592 0.827 0.934
O 1.283 0.192 -1.180
H -2.521 1.108 0.695
H -1.239 2.272 0.934
H -1.478 0.970 2.062
H -0.699 -0.723 0.552
H -1.049 0.219 -0.859
H 2.245 0.373 -1.213
O 3.993 -0.016 -0.511
H 3.924 0.416 0.350
H 4.299 -0.909 -0.283
O -3.180 -1.940 -0.717
H -2.371 -2.391 -0.458
H -3.519 -2.403 -1.487
*
```

---

(4)
# H16NO11

9 unconnected molecules or ions with the total composition H16NO11 at a distorted geometry (the ωB97M-V functional and the def2-TZVPD basis, the OMol25 dataset).

Properties
- energy above the lowest of the compared OMol25 structures with the same formula, charge and spin (kcal/mol) = 7.67
- HOMO energy (eV) = -6.82
- energy (Eh) = -891.9893

ORCA input file:
```
! RIJCOSX wB97M-V def2-TZVPD def2/J DEFGRID3
* xyz -1 1
N 0.583 0.438 -0.076
O 0.973 -0.599 0.458
O -0.583 0.878 0.137
O 1.364 1.184 -0.723
O -0.976 0.417 2.920
H -1.706 0.996 3.161
H -0.894 0.512 1.945
O -1.470 -1.259 -1.874
H -1.484 -0.293 -1.847
H -2.330 -1.525 -1.532
O -2.046 -2.059 0.827
H -1.377 -2.743 0.921
H -1.560 -1.236 0.952
O 0.966 -3.355 -0.951
H 0.516 -2.537 -1.213
H 1.142 -3.237 -0.011
O 2.690 -2.110 2.986
H 2.761 -1.364 2.375
H 2.705 -1.711 3.862
O -0.575 3.102 -2.408
H -1.339 2.694 -1.981
H 0.180 2.755 -1.909
O -2.940 2.315 -0.754
H -3.699 2.253 -0.168
H -2.194 1.954 -0.243
O 4.094 1.731 -1.589
H 3.950 0.955 -2.138
H 3.248 1.842 -1.126
*
```

---

(5)
# C4H4ClF

A single C4H4ClF molecule at a distorted geometry (the ωB97M-V functional and the def2-TZVPD basis, the OMol25 dataset).

Properties
- structure (SMILES) = C=C(F)C(=C)Cl
- energy above the lowest of the compared OMol25 structures with the same formula, charge and spin (kcal/mol) = 6.34
- HOMO energy (eV) = -9.45
- energy (Eh) = -714.8178

ORCA input file:
```
! RIJCOSX wB97M-V def2-TZVPD def2/J DEFGRID3
* xyz 0 1
C 1.311 -1.456 0.428
C 1.010 -0.251 -0.020
F 2.030 0.598 -0.477
C -0.263 0.412 0.062
C -0.415 1.707 0.428
Cl -1.768 -0.484 -0.195
H 2.347 -1.911 0.279
H 0.559 -2.135 0.834
H -1.451 2.085 0.448
H 0.480 2.323 0.654
*
```

---

(6)
# C8H14

A molecular structure, C8H14 at a distorted geometry (the ωB97M-V functional and the def2-TZVPD basis, the OMol25 dataset).

Properties
- energy above the lowest of the compared OMol25 structures with the same formula, charge and spin (kcal/mol) = 116.31
- HOMO energy (eV) = -9.86
- energy (Eh) = -313.0321

ORCA input file:
```
! RIJCOSX wB97M-V def2-TZVPD def2/J DEFGRID3
* xyz 0 1
C 0.092 -1.151 1.251
C 0.313 -0.667 -0.174
C -1.042 -0.978 -0.842
C -1.885 0.323 -0.224
C -0.937 1.541 0.287
C 0.390 0.781 -0.196
C 1.873 1.013 0.108
C 1.923 -0.439 -0.579
H 0.808 -0.786 1.922
H 0.136 -2.230 1.121
H -0.838 -1.099 1.660
H -1.118 -1.129 -1.909
H -1.657 -1.961 -0.664
H -2.647 0.726 -0.960
H -2.825 0.101 0.481
H -1.245 2.568 0.140
H -1.149 1.302 1.296
H 0.435 0.847 -1.345
H 2.129 1.228 1.171
H 2.325 1.596 -0.553
H 2.838 -1.213 -0.339
H 2.080 -0.371 -1.653
*
```

---

What is the energy in the second record?
-3722.7047 Eh